19
Properties=species:S:1:pos:R:3:nbo_charge:R:1 method="wB97M-V/def2-TZVPD" homo_energy_ev=-4.02 mol_weight_g_mol=119.14 charge=-1 e_above_lowest_kcal_mol=28.29
C 1.15263 -1.26153 1.02218 0.104
C 1.55654 0.18212 0.79479 -0.655
C -0.04572 -1.49487 1.93069 -0.653
O 0.95080 -1.94428 -0.24725 -0.762
H 1.99804 -1.86050 1.36739 0.147
H 1.49459 0.41118 -0.24260 0.250
H -0.23849 -2.54025 2.12109 0.208
H 0.02750 -0.75745 2.74321 0.212
H -0.85095 -0.93646 1.42365 0.229
H 0.77186 -1.29860 -0.93846 0.481
H 2.60501 0.36480 1.03951 0.190
H 1.02246 0.89770 1.38103 0.238
C -1.92501 0.20991 -1.18269 -0.744
C -0.89620 1.36103 -0.91861 0.764
O -0.04970 1.39108 -1.86025 -0.822
O -0.83553 1.95204 0.16555 -0.777
H -2.92575 0.52100 -0.83689 0.184
H -1.57314 -0.55941 -0.50323 0.205
H -2.04421 -0.07178 -2.22361 0.202

---

101
Properties=species:S:1:pos:R:3:lowdin_charge:R:1 method="wB97M-V/def2-TZVPD" homo_energy_ev=-7.41 mol_weight_g_mol=788.67 e_above_lowest_kcal_mol=0.00
Li -3.52419 -1.43418 -2.09664 0.749
Li -0.22064 2.71175 -0.05764 0.701
S -0.97786 -0.42888 -0.42462 0.380
O -0.83127 -0.92023 0.94134 -0.312
O -0.55450 0.96588 -0.44174 -0.380
O -0.23968 -1.22876 -1.36251 -0.286
O -2.43612 -0.45434 -0.85104 -0.412
C -6.00759 -0.99751 -1.38172 -0.121
O -5.24644 -0.50644 -2.52350 -0.184
H -6.47059 -2.09867 -1.35531 0.126
H -6.90278 -0.40561 -1.20210 0.091
H -5.29308 -1.15914 -0.62567 0.045
H -5.80429 0.27138 -2.77611 0.120
C 2.60177 2.92642 2.07663 -0.144
O 1.56470 2.56431 1.17388 -0.123
H 3.47296 3.40191 1.39392 0.122
H 3.06743 2.03298 2.55888 0.079
H 2.50731 3.52067 3.11692 0.120
H 1.38777 1.75712 1.43306 -0.046
C 0.79216 3.84970 -2.87985 -0.127
O 1.01975 3.44422 -1.56188 -0.141
H 1.60611 4.35321 -3.28444 0.069
H 0.04524 4.57836 -2.69434 0.076
H 0.35045 3.20294 -3.60057 0.083
H 1.56034 2.67314 -1.62547 0.056
C -2.52352 0.33890 -4.91254 -0.094
O -2.37532 -0.76263 -3.98552 -0.127
H -1.60893 0.83436 -5.19597 0.092
H -3.20907 0.97035 -4.43570 0.051
H -3.01898 0.17503 -5.81917 0.066
H -1.65728 -0.44872 -3.46273 0.035
C -0.60595 2.20940 4.44392 -0.020
C -1.50950 3.12020 4.98210 -0.003
C -2.89172 3.10693 4.49129 -0.390
C -3.22752 2.21847 3.55933 -0.018
C -2.25883 1.25777 2.98486 0.027
C -0.94035 1.28662 3.40753 -0.317
O 0.00330 0.52540 2.80966 -0.012
O -3.87406 3.67335 5.20510 0.008
H 0.31316 2.18258 4.85521 0.067
H -1.32311 3.68193 5.97329 0.130
H -4.30382 2.12996 3.39979 0.119
H -2.63540 0.67420 2.17908 0.079
H -0.36176 -0.14946 2.11515 0.043
H -3.62399 4.20988 6.03555 0.151
C -2.93636 2.77460 -1.73252 -0.016
C -3.25841 3.85227 -2.62250 -0.026
C -4.12336 4.88177 -2.30153 -0.291
C -4.79180 4.81330 -1.01654 -0.006
C -4.56271 3.65778 -0.22128 -0.032
C -3.63707 2.65721 -0.52152 -0.368
O -3.55399 1.56895 0.31459 -0.070
O -4.21588 5.99941 -3.14155 0.085
H -2.34928 1.87758 -1.88884 0.083
H -2.97620 3.91384 -3.63534 0.097
H -5.41552 5.66585 -0.63618 0.121
H -5.18229 3.43279 0.79767 0.165
H -2.92521 0.79051 -0.25630 0.087
H -4.66521 6.50908 -2.61391 -0.011
C 3.51384 -2.72735 2.78747 0.019
C 2.21577 -2.34380 2.54513 -0.046
C 1.09511 -3.00865 3.07186 -0.345
C 1.21867 -3.97958 4.08401 -0.004
C 2.55897 -4.50571 4.25916 -0.026
C 3.69641 -3.86583 3.72354 -0.312
O 4.88645 -4.43676 3.91618 0.043
O -0.22728 -2.58218 2.79086 -0.054
H 4.29799 -2.38240 2.32190 0.042
H 1.94352 -1.47900 1.88408 0.127
H 0.25694 -4.54431 4.67675 0.183
H 2.73879 -5.28867 4.85099 0.058
H 5.59774 -3.80069 4.02702 0.112
H -0.33173 -2.02048 1.89536 0.065
C 1.66801 -5.14747 0.33141 -0.019
C 0.96812 -4.23353 -0.44775 -0.035
C 0.82828 -4.34763 -1.82235 -0.270
C 1.31180 -5.54088 -2.42551 -0.019
C 1.92546 -6.44077 -1.65733 -0.079
C 2.09574 -6.30911 -0.34300 -0.311
O 2.82978 -7.25353 0.42800 0.030
O 0.16516 -3.41814 -2.66565 -0.029
H 1.53288 -5.11052 1.54510 0.164
H 0.59117 -3.33040 0.25166 0.140
H 1.01339 -5.84002 -3.38797 0.106
H 2.49839 -7.31090 -2.09885 0.151
H 2.93986 -6.71728 1.18001 0.042
H 0.13905 -2.55095 -2.11353 0.038
C 4.35981 -0.98861 -1.29186 0.004
C 5.61257 -0.45887 -0.81383 0.021
C 6.03523 0.78757 -1.35480 -0.351
C 5.26555 1.46824 -2.30351 -0.023
C 4.02498 0.94450 -2.61011 -0.044
C 3.60251 -0.28708 -2.20563 -0.262
O 2.37846 -0.78560 -2.79166 0.125
O 7.13776 1.34495 -0.87200 0.066
H 3.81479 -1.86330 -0.87735 0.128
H 6.26971 -0.86295 0.01319 0.130
H 5.64563 2.29741 -2.77845 0.088
H 3.44606 1.60983 -3.32894 0.139
H 1.88734 -1.15994 -2.31295 -0.136
H 7.31029 2.22074 -1.18460 0.099

---

15
Properties=species:S:1:pos:R:3:nbo_charge:R:1 method="wB97M-V/def2-TZVPD" homo_energy_ev=-4.54 mol_weight_g_mol=140.06 charge=-1 e_above_lowest_kcal_mol=32.17
C -1.81967 -0.62969 0.51864 -0.449
C 0.01500 0.81736 0.32239 -0.084
N -1.33690 0.54994 -0.12862 -0.658
O 2.61071 0.33440 0.31155 -1.174
O 1.04852 -1.79998 0.48394 -1.160
O 1.09970 -0.50763 -1.68089 -1.033
O 0.43346 2.08818 -0.18807 -0.728
P 1.33681 -0.41877 -0.03881 2.266
H -0.93248 -1.13592 1.06578 0.230
H -2.38590 -0.27184 1.37682 0.174
H -2.19592 -1.29812 -0.16334 0.192
H -0.00731 0.75725 1.72956 0.104
H -1.16750 0.35674 -1.09074 0.355
H 2.03562 -0.69897 -2.02982 0.487
H 1.26586 1.85705 -0.48840 0.480

---

13
Properties=species:S:1:pos:R:3:nbo_charge:R:1 method="wB97M-V/def2-TZVPD" homo_energy_ev=-10.08 mol_weight_g_mol=115.09 smiles="O=C1CC=NOCO1" e_above_lowest_kcal_mol=93.51
O 2.63809 -0.42644 0.09469 -0.535
C 1.43851 -0.17935 -0.02651 0.828
C 0.81640 1.13392 0.34505 -0.589
C -0.58598 1.38576 -0.31218 0.093
N -1.60895 0.55728 -0.21434 -0.127
O -1.43157 -0.50005 0.70873 -0.420
C -0.80025 -1.58776 -0.08532 0.225
O 0.53595 -1.15893 -0.38533 -0.575
H 1.46893 1.85775 -0.02439 0.248
H 0.60691 1.03389 1.35093 0.266
H -0.65241 2.21784 -0.99606 0.205
H -1.61070 -1.83401 -0.91217 0.195
H -0.81490 -2.49990 0.45692 0.186